## one
Entry from the Open Molecules 2025 dataset: C4H10OSi2 in the gas phase (ωB97M-V/def2-TZVPD).

```
! RIJCOSX wB97M-V def2-TZVPD def2/J DEFGRID3
* xyz 0 1
C -1.165 2.448 -0.327
C -1.108 1.175 -0.005
Si 0.183 -0.149 -0.480
O 0.255 0.004 -2.146
Si -0.783 -2.188 0.343
C 1.801 0.077 0.363
C 2.073 0.856 1.393
H -1.922 3.133 0.003
H -0.370 2.938 -0.973
H -1.919 0.613 0.491
H 0.896 -0.408 -2.749
H -1.534 -2.355 1.652
H -1.562 -2.764 -0.715
H 0.339 -3.063 0.602
H 2.641 -0.522 0.049
H 3.053 0.821 2.054
H 1.256 1.518 1.699
*
```

Computed properties:
HOMO-LUMO gap	10.00	eV
HOMO level	-0.3471	hartree
E_LUMO	0.55	eV
M	130.29	g mol⁻¹

Here are the Mulliken charges for atoms 1 to 2, given in e: number 1, C, carries -0.500; number 2, C, carries -0.398

## two
Entry from the Open Molecules 2025 dataset: 2 unconnected molecules or ions with the total composition C4H10OSi2 (ωB97M-V/def2-TZVPD).

```
! RIJCOSX wB97M-V def2-TZVPD def2/J DEFGRID3
* xyz 0 1
C 0.827 -2.993 0.588
C -1.602 1.588 2.152
C 0.940 -1.681 0.772
C -0.493 0.978 1.738
O -1.868 -1.260 0.425
Si 0.787 1.158 -2.810
Si -0.448 -0.463 0.562
H 1.669 -3.663 0.669
H -0.123 -3.449 0.361
H -1.582 2.459 2.788
H -2.584 1.237 1.881
H 1.917 -1.266 0.983
H 0.461 1.399 2.027
H -2.671 -0.896 0.788
H 0.966 2.565 -2.481
H 2.037 0.504 -3.163
H -0.258 0.925 -3.794
*
```

Computed properties:
HOMO-LUMO gap (alpha / beta)	6.22 / 6.95	eV
HOMO level (alpha / beta)	-0.2474 / -0.2687	hartree
E_LUMO (alpha / beta)	-0.51 / -0.36	eV
M	130.29	g mol⁻¹

Here are the Mulliken charges for atoms 1 to 2, given in e: number 1, C, carries -0.638; number 2, C, carries -0.736

The most stable of them is one.

## one
Entry from the Open Molecules 2025 dataset: C3H4Cl2S in the gas phase (ωB97M-V/def2-TZVPD).

```
! RIJCOSX wB97M-V def2-TZVPD def2/J DEFGRID3
* xyz 0 1
S 2.554 0.401 -0.483
C 1.130 -0.462 -0.707
C 0.129 -0.598 0.465
C -0.882 0.483 0.326
Cl -0.317 2.093 -0.304
Cl -2.425 -0.019 -0.680
H 0.935 -0.858 -1.728
H 0.631 -0.371 1.320
H -0.378 -1.524 0.603
H -1.378 0.855 1.188
*
```

Computed properties:
HOMO-LUMO gap	8.35	eV
HOMO level	-0.3356	hartree
E_LUMO	-0.78	eV
M	143.04	g mol⁻¹

Here are the Mulliken charges for atoms 1 to 2, given in e: number 1, S, carries -0.107; number 2, C, carries -0.332

## two
Entry from the Open Molecules 2025 dataset: C3H4Cl2S in the gas phase (ωB97M-V/def2-TZVPD).

```
! RIJCOSX wB97M-V def2-TZVPD def2/J DEFGRID3
* xyz 0 1
S -1.524 -1.016 -1.064
C -0.585 -0.519 0.349
C 0.941 -0.419 0.305
Cl 1.903 -0.708 -1.133
C 0.107 0.881 0.372
Cl -0.042 1.927 -1.010
H -1.512 0.160 -1.688
H -0.980 -0.974 1.246
H 1.477 -0.653 1.234
H 0.215 1.321 1.388
*
```

Computed properties:
HOMO-LUMO gap	9.82	eV
HOMO level	-0.3362	hartree
E_LUMO	0.68	eV
M	143.04	g mol⁻¹

Here are the Mulliken charges for atoms 1 to 2, given in e: number 1, S, carries -0.148; number 2, C, carries -0.241

The most stable of them is two.

## one
Entry from the Open Molecules 2025 dataset: 5 unconnected molecules or ions with the total composition C2H12O3S (ωB97M-V/def2-TZVPD).

```
! RIJCOSX wB97M-V def2-TZVPD def2/J DEFGRID3
* xyz 0 1
C 1.780 -2.605 -0.833
S 1.522 -0.861 -0.903
C -0.447 1.979 -1.163
H 2.707 -2.810 -0.292
H 1.952 -2.908 -1.855
H 0.956 -3.110 -0.373
H -0.227 1.742 -2.201
H -0.558 3.032 -0.963
H 0.352 1.623 -0.520
H 0.633 -0.281 1.942
H -1.368 1.497 -0.881
O 0.682 0.684 2.053
H -0.750 -0.957 -0.084
H -1.803 -0.071 0.588
O -1.659 -0.968 0.224
H -0.266 1.037 1.749
H -1.996 1.488 2.176
O -1.510 1.489 1.336
*
```

Computed properties:
HOMO-LUMO gap	3.76	eV
HOMO level	-0.3450	hartree
E_LUMO	-5.63	eV
M	116.18	g mol⁻¹

Here are the Mulliken charges for atoms 1 to 2, given in e: number 1, C, carries -0.712; number 2, S, carries 0.148

## two
Entry from the Open Molecules 2025 dataset: 4 unconnected molecules or ions with the total composition C2H12O3S (ωB97M-V/def2-TZVPD).

```
! RIJCOSX wB97M-V def2-TZVPD def2/J DEFGRID3
* xyz 0 1
C 0.285 -0.326 1.798
C 0.357 0.597 0.596
S 1.358 0.064 -0.875
H -0.286 0.145 2.595
H 1.254 -0.428 2.288
H 0.000 -1.324 1.462
H -0.640 0.602 0.141
H 0.628 1.632 0.795
H 2.581 0.271 -0.371
O -2.308 -3.076 -2.295
H -1.782 -2.954 -3.081
H -2.859 -2.328 -2.143
O 1.189 6.145 0.164
H 1.895 6.353 0.759
H 1.586 6.175 -0.706
O -0.965 -3.656 -0.042
H -1.647 -3.396 -0.684
H -0.646 -4.497 -0.402
*
```

Computed properties:
HOMO-LUMO gap	9.36	eV
HOMO level	-0.3251	hartree
E_LUMO	0.51	eV
M	116.18	g mol⁻¹

Here are the Mulliken charges for atoms 1 to 2, given in e: number 1, C, carries -0.778; number 2, C, carries -0.531

The most stable of them is two.